Here is a cluster of 10 separate species, C43H111N5O14 in total in a non-equilibrium geometry from the Open Molecules 2025 dataset. Energies are from wB97M-V/def2-TZVPD.

XYZ file:
```
173
Properties=species:S:1:pos:R:3:mulliken_charge:R:1
O -4.3369 20.9859 -7.0885 -0.390
O -6.4724 28.2406 -8.6242 -0.546
O 1.1522 22.5772 -9.6127 -0.380
O -8.0657 17.4567 -5.0453 -0.547
O 9.4220 24.3115 -4.8059 -0.283
O 4.4273 24.4011 -3.0502 -0.322
O 1.8124 14.1671 -12.6163 -0.532
O 8.6444 20.3510 -12.8151 -0.320
O 10.0329 25.0909 -15.3062 -0.302
O 3.3978 32.3195 -6.5100 -0.564
O 3.4967 28.4518 -18.3622 -0.577
O -3.7641 21.9456 -16.0862 -0.298
O 7.0941 29.7021 -4.4839 -0.200
O -8.4135 21.3513 -12.8154 -0.337
N -1.8429 20.4827 -8.8441 -0.136
N 7.3715 22.9524 -13.8340 -0.242
N 7.9305 23.4668 -8.3015 -0.625
N 5.5497 27.4350 -3.4103 -0.188
N -5.7470 22.2946 -14.0821 -0.244
C -9.2327 22.0912 -12.0083 -0.784
C -7.8593 27.0689 -7.0959 -1.193
C -6.3276 15.8103 -4.9112 -1.235
C -2.7520 21.3973 -16.9426 -0.711
C 10.8035 26.1478 -14.7861 -0.744
C 2.8472 27.1619 -16.6582 -1.151
C 8.9328 24.6974 -14.4058 -0.494
C -1.1801 21.7299 -9.0984 -0.356
C -3.3199 21.4754 -6.2220 -0.641
C 7.5710 28.9143 -3.4392 -0.544
C 3.8107 27.1995 -17.7604 0.443
C 9.4357 25.3819 -7.6594 -1.320
C 7.7175 20.4981 -13.9365 -0.409
C -6.2967 28.8701 -6.2991 -1.365
C 10.4527 23.4126 -4.6596 -0.818
C 0.5503 16.3036 -12.8163 -1.294
C -8.2858 21.8882 -14.1368 -0.659
C -4.6413 23.2265 -14.3338 -0.672
C 8.5255 23.9330 -5.8222 -0.545
C -3.2603 20.2575 -9.2474 -0.743
C -3.5115 22.4121 -14.7773 -0.571
C 0.7055 23.7283 -10.4364 -0.682
C 9.0014 23.9244 -7.3836 0.397
C 3.9231 23.2219 -3.6597 -0.695
C -6.5184 27.7240 -7.3520 0.509
C 9.6324 19.2909 -13.0403 -0.698
C -4.1472 21.3388 -8.4838 -0.324
C 6.3534 28.3937 -2.6328 -0.749
C 8.3464 23.3060 -14.7830 -0.404
C -7.0592 22.8568 -14.2539 -0.608
C 3.7837 25.6311 -3.3275 -0.659
C 0.9061 15.0134 -11.9789 0.571
C 2.6703 31.0662 -6.7953 0.536
C 3.7170 25.9990 -18.6868 -1.214
C 0.2997 21.4008 -9.5993 -0.642
C 6.7475 21.6527 -13.9128 -1.010
C 1.3117 15.2458 -10.5068 -1.175
C 8.1839 30.2284 -5.1819 -0.818
C 4.3973 26.7921 -2.6551 -0.666
C -7.3054 16.7089 -4.1817 0.418
C 1.2187 31.2966 -7.2096 -1.303
C 3.5722 30.2293 -7.8654 -1.046
C -8.3867 15.8221 -3.4569 -1.260
H 7.7901 23.0451 -12.9196 0.297
H 4.4430 22.3478 -3.2676 0.227
H -3.3485 21.1625 -17.8242 0.226
H 3.5812 27.4809 -2.4369 0.363
H -2.4750 20.7997 -6.3544 0.274
H 10.3789 19.6895 -13.7273 0.287
H -0.3180 16.7417 -12.3243 0.308
H -1.7269 22.2297 -9.8980 0.346
H 10.9835 26.0202 -13.7187 0.307
H 9.3204 24.4997 -13.4064 0.322
H 8.8587 30.8019 -4.5464 0.331
H -9.2778 16.3989 -3.2090 0.338
H -6.8811 15.1954 -5.6209 0.330
H 8.7551 29.5509 -5.8166 0.294
H -4.3675 23.6781 -13.3803 0.338
H -9.2476 21.6158 -11.0275 0.285
H -3.4239 20.3996 -10.3156 0.266
H 10.1754 19.0033 -12.1400 0.237
H -3.7895 21.3030 -5.2536 0.238
H 10.2520 22.3545 -4.4913 0.328
H -2.2941 20.5348 -16.4585 0.287
H 9.1361 18.4183 -13.4652 0.298
H -1.1097 22.3232 -8.1868 0.127
H 7.1401 19.5779 -13.8469 0.453
H -1.4296 19.5952 -8.5955 0.195
H -2.6451 23.0656 -14.8785 0.461
H -8.9473 23.1041 -11.7241 0.286
H 9.8309 23.2356 -7.5438 0.282
H 7.0160 23.8954 -8.2959 0.211
H 4.6848 26.6505 -1.6133 0.363
H -6.8019 17.4231 -3.5301 0.325
H 2.8670 23.1005 -3.4185 0.309
H -6.3682 28.4883 -5.2806 0.365
H -7.7330 26.4618 -6.1994 0.347
H 8.1205 28.1013 -3.9138 0.301
H 10.2259 25.6098 -6.9440 0.336
H 1.4078 14.2692 -10.0322 0.304
H 2.6743 30.4251 -5.9138 0.144
H 8.1570 29.6231 -2.8541 0.383
H 6.8059 27.7088 -1.9156 0.456
H 6.0645 21.6602 -14.7622 0.345
H 0.3341 16.0066 -13.8425 0.397
H 0.7457 20.6417 -8.9567 0.384
H 1.9325 26.7188 -17.0521 0.289
H -5.8708 15.0832 -4.2398 0.326
H 8.2709 20.4762 -14.8753 0.364
H 3.9334 25.1409 -18.0504 0.344
H 2.6126 28.1150 -16.1842 0.318
H -8.6454 15.0041 -4.1293 0.305
H -0.0791 14.5479 -12.0053 0.121
H -0.3255 24.0396 -10.2682 0.271
H 7.8038 22.4749 -8.1594 0.233
H 4.5992 26.0263 -19.3266 0.306
H 11.0479 23.7393 -3.8069 0.259
H 11.7842 26.0290 -15.2468 0.270
H 3.6971 25.7490 -4.4076 0.365
H -10.2653 22.0272 -12.3514 0.335
H -3.9185 22.3981 -8.6002 0.356
H 5.8698 29.2321 -2.1316 0.377
H 11.0275 23.3725 -5.5848 0.310
H 0.1653 21.0027 -10.6051 0.336
H 9.1690 22.5973 -14.8790 0.230
H 1.7892 14.3112 -13.5652 0.308
H 1.3885 24.5764 -10.3891 0.267
H -5.1418 21.0796 -8.8467 0.283
H -9.2008 22.4273 -14.3823 0.375
H 2.3095 15.6797 -10.4417 0.331
H -5.3075 29.3246 -6.2455 0.358
H -7.2474 23.6034 -13.4824 0.292
H -8.0929 26.3869 -7.9135 0.319
H -7.0947 23.3308 -15.2348 0.395
H 3.9498 29.2195 -18.0059 0.304
H -8.6054 27.8325 -6.8762 0.318
H 8.0260 22.9839 -5.6280 0.407
H 8.7143 26.1958 -7.7320 0.329
H 6.0031 21.5342 -13.1255 0.398
H -5.6141 21.5421 -14.7425 0.267
H 4.6387 30.4376 -7.7798 0.294
H -7.4320 18.1184 -5.3319 0.312
H 9.8927 25.3837 -8.6490 0.369
H -5.5600 28.5282 -8.7040 0.340
H 3.4096 26.6888 -15.8532 0.340
H -5.6486 27.1100 -7.1188 0.189
H 1.0808 31.9681 -8.0570 0.337
H 7.7982 30.9047 -5.9447 0.254
H 7.8090 23.4465 -15.7208 0.241
H 1.3644 17.0278 -12.8443 0.336
H 4.1596 32.0960 -5.9703 0.306
H 2.7384 25.7686 -19.1080 0.348
H 0.7968 30.3247 -7.4654 0.338
H -8.3329 21.1593 -14.9459 0.413
H -4.8693 24.0666 -14.9898 0.337
H -5.5981 16.3540 -5.5115 0.323
H 6.1313 26.6927 -3.7718 0.086
H -3.1953 21.6315 -14.0852 0.314
H -3.1147 22.5341 -6.3808 0.268
H -7.0302 29.6619 -6.1466 0.360
H 4.8344 27.2842 -17.3957 0.251
H 0.6814 15.9280 -9.9363 0.325
H 3.2213 30.3125 -8.8940 0.292
H 4.1655 23.3608 -4.7132 0.276
H 0.8093 23.3992 -11.4704 0.278
H 0.6059 31.6871 -6.3971 0.345
H -3.4915 19.2042 -9.0887 0.402
H -1.9217 22.0532 -17.2044 0.271
H 10.4968 27.1929 -14.8280 0.289
H -7.9159 15.3918 -2.5729 0.364
H 2.7237 25.5055 -3.1066 0.467
H 7.7859 24.7262 -5.7130 0.127
H 3.3500 29.1790 -7.6763 0.318
H 8.1244 25.4233 -14.4920 0.278
```

Computed properties:
HOMO level ... -8.2366 eV
Net charge ... 0
Total energy ... -82493.296 eV
SMILES ... COC[C@H](C)N.COCCNCCOC.COCCNCCOC.COCCNCCOC.COCCNCCOC.CC(C)O.CC(C)O.CC(C)O.CC(C)O.CC(C)O
Energy relative to the best compared isomer or geometry (same formula, charge and spin) ... 87.47 kcal per mole
F_max ... 0.0737 Eh/bohr
E_LUMO ... 0.1 eV